1.
C2H4I2 as an isolated structure, computed with the ωB97M-V functional and the def2-TZVPD basis.

Summary:
E ... -673.8051 hartree

```
! wB97M-V def2-TZVPD RIJCOSX def2/J DEFGRID3
* xyz 0 1
C 0.79207 -0.03860 0.65835
C -0.59537 -0.05108 -0.02357
I -1.72030 1.65667 -0.28418
I -1.56951 -1.89279 -0.09871
H 0.67814 0.69909 1.54785
H 1.09251 -1.04133 0.96585
H 1.51387 0.22395 0.02411
H -0.19143 0.44409 -2.78970
*
```

2.
A 2-piece molecular cluster, C2H4I2 overall, computed with the ωB97M-V functional and the def2-TZVPD basis.

Summary:
SMILES ... C=CI.I
E ... -673.9299 hartree

```
! wB97M-V def2-TZVPD RIJCOSX def2/J DEFGRID3
* xyz 0 1
C -1.76785 -0.18086 -0.37872
C -0.66085 0.03671 0.33632
I 0.66155 1.76851 -0.06670
I 5.36676 -0.37970 0.02124
H -2.05166 0.42470 -1.24372
H 4.47508 0.65079 0.75389
H -2.53329 -0.96637 -0.35806
H -0.07680 -0.50389 1.02805
*
```

3.
A 3-piece molecular cluster, C2H4I2O2 overall, computed with the ωB97M-V functional and the def2-TZVPD basis.

Summary:
E ... -824.3169 hartree

```
! wB97M-V def2-TZVPD RIJCOSX def2/J DEFGRID3
* xyz 0 1
C -1.84155 -0.63933 -1.51490
C 0.62414 0.84972 0.70685
O -0.82561 -1.16249 -1.86865
O 0.55591 1.24716 1.95728
I -2.52572 -0.71225 0.50016
I 2.79779 -1.21317 0.44826
H -2.61749 -0.17224 -2.13134
H 1.19531 1.72398 0.19569
H 2.59509 -0.45562 -0.88024
H 0.04212 0.53422 2.58689
*
```

4.
A 2-piece molecular cluster, C2H4IN overall, computed with the ωB97M-V functional and the def2-TZVPD basis.

Summary:
E ... -430.8810 hartree
Expectation value of S² ... 2.013

```
! wB97M-V def2-TZVPD RIJCOSX def2/J DEFGRID3
* xyz 0 3
C -0.53816 0.54759 0.66218
C 1.00546 -0.79778 -1.16801
N -1.69048 0.27193 0.63543
I 0.62241 1.94798 1.89783
H 1.98592 -0.83292 -0.62624
H 0.64638 0.12465 -1.44969
H 0.44265 -1.65103 -1.22393
H -2.47418 0.38958 1.27242
*
```